Record 1
Molecular formula: C30H42GeMgO3Sb
Method: DFT, wB97M-V/def2-TZVPD

* total charge: +2
* DFT total energy: -106420.2378 eV
* F_max: 0.29 eV/Å
* energy above the lowest of the compared OMol25 structures with the same formula, charge and spin: 26.6 kJ/mol
* multiplicity: 2

Structure (XYZ):
```
78
Properties=species:S:1:pos:R:3:lowdin_charge:R:1
Mg -0.09005 -0.76186 -0.19680 0.70
C 1.02330 -1.27684 3.30406 -0.01
C 0.96905 -2.56395 2.50123 -0.63
C 0.13370 -3.62475 3.19170 -0.03
C 2.35011 -3.07073 2.13316 -0.01
O 0.27887 -2.20305 1.24418 -0.35
Ge -0.63298 -3.24136 0.07280 1.08
O 0.32348 -2.47238 -1.28731 -0.34
C 0.95809 -3.11260 -2.45986 -0.63
C 2.12583 -2.21591 -2.82728 -0.01
C 1.42381 -4.49096 -2.02862 -0.03
C -0.07332 -3.17951 -3.56899 -0.01
O -1.84876 -1.89486 -0.03306 -0.33
C -3.21565 -1.93206 -0.59927 -0.62
C -3.21458 -0.94440 -1.75375 0.00
C -4.15178 -1.50833 0.51466 0.00
C -3.49469 -3.34877 -1.06626 -0.03
H 1.50858 -1.46002 4.26251 0.11
H 0.01979 -0.89599 3.49779 0.10
H 1.60193 -0.51244 2.78116 0.08
H 0.59114 -3.91033 4.13852 0.11
H 0.07619 -4.53435 2.58259 0.08
H -0.87260 -3.25866 3.40000 0.10
H 2.91521 -3.30858 3.03430 0.11
H 2.90461 -2.31480 1.57547 0.10
H 2.28627 -3.98104 1.53240 0.09
H 2.83639 -2.14160 -2.00264 0.10
H 1.77337 -1.21895 -3.10042 0.08
H 2.64892 -2.62474 -3.69136 0.11
H 2.11949 -4.42478 -1.19009 0.09
H 1.93566 -4.99440 -2.84831 0.11
H 0.57168 -5.12360 -1.75405 0.08
H -0.43327 -2.18285 -3.82736 0.09
H -0.92242 -3.80186 -3.27975 0.08
H 0.36783 -3.62034 -4.46289 0.11
H -2.96330 0.06093 -1.40320 0.08
H -4.20431 -0.89136 -2.20710 0.11
H -2.50770 -1.25066 -2.52790 0.09
H -3.89283 -0.51154 0.87337 0.08
H -4.10713 -2.20662 1.35056 0.10
H -5.17796 -1.48052 0.14794 0.11
H -2.79100 -3.65188 -1.84730 0.07
H -4.49540 -3.42162 -1.49144 0.11
H -3.45285 -4.05121 -0.22803 0.09
C 1.52555 3.61407 4.62738 -0.05
C 0.24120 3.80098 4.13703 -0.06
C -0.10205 3.32016 2.88026 -0.11
C 0.85248 2.65216 2.12221 -0.39
C 2.14383 2.46512 2.60914 -0.14
C 2.47813 2.95071 3.86417 -0.06
Sb 0.38611 1.92699 0.20550 1.55
C -1.34615 2.97317 -0.36706 -0.40
C -2.54822 2.65376 0.26545 -0.17
C -3.71557 3.31356 -0.08861 -0.07
C -3.68506 4.28388 -1.08214 -0.05
C -2.49208 4.59436 -1.71890 -0.05
C -1.31906 3.94044 -1.36522 -0.10
C 1.93505 2.64517 -1.01031 -0.40
C 2.54357 1.80173 -1.93447 -0.14
C 3.56952 2.27387 -2.74058 -0.06
C 3.98808 3.59106 -2.61971 -0.05
C 3.38911 4.43396 -1.69200 -0.05
C 2.36555 3.96431 -0.88315 -0.12
H 1.78978 3.99591 5.60430 0.12
H -0.49426 4.32986 4.72816 0.12
H -1.10090 3.48962 2.49654 0.09
H 2.89984 1.96868 2.00952 0.10
H 3.48333 2.82074 4.24230 0.12
H -2.58266 1.90297 1.05045 0.09
H -4.64553 3.07722 0.41149 0.11
H -4.59406 4.80065 -1.35888 0.12
H -2.47191 5.35022 -2.49240 0.12
H -0.39359 4.18994 -1.86991 0.10
H 2.23038 0.76695 -2.03434 0.06
H 4.04343 1.61702 -3.45774 0.11
H 4.78755 3.96253 -3.24637 0.12
H 3.72294 5.45824 -1.59549 0.12
H 1.91496 4.62614 -0.15199 0.11
```

---

Record 2
Molecular formula: C30H42I2N2Ru
Method: DFT, wB97M-V/def2-TZVPD

* total charge: +1
* DFT total energy: -53546.7625 eV
* F_max: 1.07 eV/Å
* energy above the lowest of the compared OMol25 structures with the same formula, charge and spin: 75.7 kJ/mol
* multiplicity: 6

Structure (XYZ):
```
77
Properties=species:S:1:pos:R:3:lowdin_charge:R:1
Ru 0.34469 -0.43848 0.72608 1.29
C -0.39438 1.52350 -1.05503 -0.02
C 0.91357 1.74377 -0.56070 -0.14
C 0.79231 1.93179 0.88578 -0.18
C -0.59193 1.76704 1.18763 -0.12
C -1.33019 1.53676 -0.00182 -0.21
C -2.81251 1.28050 -0.11339 -0.55
C -3.01805 -0.21809 -0.42747 -0.04
C -3.40031 2.11729 -1.25593 -0.03
C -3.52892 1.63336 1.19415 -0.05
C 1.78082 2.35466 1.98749 -0.51
C 2.60767 3.57737 1.57608 -0.03
C 2.72325 1.19585 2.41656 -0.04
C 0.99180 2.76138 3.24254 -0.06
C 2.11997 1.80449 -1.49010 -0.53
C 2.38851 3.27251 -1.87059 -0.02
C 1.84634 1.04412 -2.79613 -0.05
C 3.36106 1.13630 -0.87009 -0.03
H -0.65826 1.44126 -2.09681 0.11
H -1.04646 1.95086 2.14416 0.09
H -2.78134 -0.43599 -1.46976 0.08
H -4.05423 -0.50648 -0.24349 0.10
H -2.37805 -0.84829 0.20242 0.03
H -2.92568 1.87763 -2.20849 0.08
H -3.27030 3.18300 -1.06245 0.10
H -4.46690 1.91084 -1.35043 0.10
H -3.24373 0.95254 1.99821 0.04
H -4.60728 1.55491 1.05668 0.09
H -3.30106 2.65670 1.49816 0.10
H 3.31681 3.34611 0.78697 0.06
H 3.17836 3.93272 2.43502 0.10
H 1.96076 4.38939 1.23937 0.10
H 3.66542 1.20665 1.87691 0.08
H 2.26175 0.21244 2.26479 0.03
H 2.95278 1.27619 3.47836 0.07
H 0.27838 3.56027 3.03404 0.10
H 1.68592 3.11880 4.00226 0.10
H 0.46108 1.90545 3.66320 0.04
H 1.60099 3.62904 -2.53652 0.09
H 3.34159 3.35207 -2.39572 0.10
H 2.41091 3.92981 -1.00655 0.06
H 0.97026 1.41373 -3.32867 0.08
H 1.72773 -0.01976 -2.59621 0.07
H 2.70379 1.17051 -3.45738 0.10
H 3.87408 1.78158 -0.16391 0.06
H 4.07433 0.88083 -1.65369 0.10
H 3.08103 0.20458 -0.36875 0.08
C -0.36780 -1.69302 -2.39994 -0.20
N 0.23126 -1.84004 -1.07767 -0.08
C 0.82511 -2.97525 -0.82608 -0.10
C 1.45459 -3.22856 0.39572 -0.35
C 2.11940 -4.37750 0.86379 -0.02
C 2.55656 -4.07940 2.14325 -0.07
C 2.15142 -2.75771 2.40481 -0.19
N 1.49868 -2.24579 1.35952 -0.12
C -1.52046 -2.63835 -2.68835 -0.23
C -1.90023 -2.82464 -4.01484 -0.04
C -2.98578 -3.62715 -4.32617 -0.07
C -3.70138 -4.25574 -3.31638 -0.08
C -3.31893 -4.08401 -1.99564 -0.07
C -2.23097 -3.27962 -1.68208 -0.06
H 0.39570 -1.83815 -3.17062 0.12
H -0.73646 -0.67202 -2.49067 0.09
H 0.84409 -3.76147 -1.58170 0.15
H 2.23482 -5.29929 0.31481 0.11
H 3.11227 -4.70363 2.82329 0.10
H 2.31257 -2.18892 3.31004 0.06
H -1.33900 -2.33912 -4.80546 0.12
H -3.26537 -3.77257 -5.36167 0.11
H -4.54992 -4.88145 -3.55875 0.11
H -3.86696 -4.57915 -1.20427 0.11
H -1.93417 -3.15607 -0.64749 0.10
I -1.26335 -1.25219 3.23443 0.87
C -0.86075 -0.25610 5.11549 -1.10
I 1.09554 -0.57530 5.87490 0.79
H -1.56953 -0.67325 5.81977 -0.04
H -1.02734 0.80401 4.97119 -0.04
```

---

Record 3
Molecular formula: C30H42INO25
Method: DFT, wB97M-V/def2-TZVPD

* DFT total energy: -92558.5634 eV
* SMILES: C=CC[C@H](CON=O)OC(=O)[C@@H](I)CC.O=C1OCCO1.O=C1OCCO1.O=C1OCCO1.O=C1OCCO1.O=C1OCCO1.O=C1OCCO1.O=C1OCCO1
* F_max: 8.77 eV/Å

Structure (XYZ):
```
99
Properties=species:S:1:pos:R:3:lowdin_charge:R:1
C -0.24087 1.50844 1.07528 -0.02
C 0.93747 1.58726 0.12798 -0.12
C 2.51973 1.44589 0.64727 -0.12
C 2.68955 -0.13103 1.11167 -0.26
C 4.16609 -0.43015 1.75835 -0.10
O 4.93296 -1.49836 1.09892 -0.13
N 4.99591 -2.61599 1.85562 -0.01
O 4.93998 -3.53858 1.02437 0.01
O 2.50027 -0.96209 -0.08755 -0.08
C 1.72192 -2.18644 0.20555 -0.25
O 1.97768 -2.91326 1.32868 -0.13
C 0.52775 -2.79274 -0.78362 -0.58
I -0.58061 -4.28681 0.41050 0.79
C -0.55987 -1.60623 -1.23471 -0.27
C 0.11735 -0.89506 -2.58399 -0.12
H -1.01082 2.40009 0.99248 0.08
H -0.42929 0.60855 1.80820 0.06
H 0.70642 1.71600 -1.02216 0.09
H 2.59063 2.17879 1.58538 0.13
H 3.28635 1.78879 -0.17184 0.13
H 1.80638 -0.36049 1.84452 0.15
H 4.02748 -0.57986 2.92552 0.15
H 4.79905 0.57388 1.63159 0.14
H 0.98495 -3.33774 -1.73874 0.11
H -0.62649 -0.87712 -0.31946 0.09
H -1.62144 -2.05128 -1.50570 0.10
H -0.37889 0.15266 -2.77622 0.08
H 1.27347 -0.73728 -2.39516 0.08
H 0.02124 -1.59434 -3.53751 0.09
O -3.65875 0.92538 1.68872 0.12
C -3.46462 0.02887 2.49263 -0.51
O -2.28795 -0.17283 3.15462 0.03
C -2.53643 -1.15209 4.14570 -0.13
C -3.72465 -1.88553 3.61353 -0.14
O -4.39615 -0.90420 2.84658 0.04
H -1.66765 -1.80369 4.27325 0.14
H -2.74642 -0.64867 5.09520 0.14
H -3.44388 -2.71621 2.95745 0.13
H -4.37081 -2.26450 4.41010 0.14
O 1.53748 1.99657 -3.98954 0.12
C 1.11505 3.13813 -3.91163 -0.51
O 1.33699 4.10869 -4.84556 0.07
C 0.50482 5.20241 -4.50763 -0.13
C 0.26678 5.01364 -3.04452 -0.14
O 0.35932 3.61156 -2.87800 0.04
H 1.00177 6.15076 -4.72973 0.12
H -0.41824 5.13840 -5.09325 0.14
H 1.03560 5.49431 -2.43039 0.12
H -0.71610 5.37733 -2.73251 0.14
O 1.07740 7.94923 -2.75591 0.13
C 2.10875 8.28938 -3.31115 -0.51
O 3.30584 8.46107 -2.67793 0.07
C 4.28401 8.63006 -3.68669 -0.14
C 3.49200 9.12338 -4.85388 -0.14
O 2.21553 8.54894 -4.64715 0.06
H 5.04812 9.34515 -3.36980 0.14
H 4.76017 7.66367 -3.88276 0.14
H 3.39226 10.21394 -4.86055 0.14
H 3.91319 8.79915 -5.80946 0.14
O -8.79669 3.24862 5.66670 0.13
C -8.15710 2.80537 4.72749 -0.52
O -7.87430 1.48286 4.54184 0.07
C -7.32276 1.35856 3.24442 -0.14
C -6.78312 2.72441 2.96833 -0.14
O -7.62997 3.56807 3.72544 0.06
H -6.54371 0.59150 3.22623 0.12
H -8.11847 1.07453 2.54781 0.14
H -5.75395 2.84674 3.32209 0.14
H -6.82706 2.98243 1.90666 0.14
O 10.29098 -3.07006 5.66164 0.13
C 9.46631 -3.16957 4.76850 -0.52
O 8.57598 -4.19768 4.65106 0.06
C 7.65978 -3.83413 3.63550 -0.15
C 8.42756 -2.84691 2.81764 -0.15
O 9.31449 -2.26721 3.75541 0.06
H 7.35697 -4.70988 3.05498 0.14
H 6.77302 -3.39169 4.10131 0.13
H 9.01334 -3.32561 2.02579 0.14
H 7.78250 -2.08504 2.37142 0.12
O -5.99712 -3.79949 2.87188 0.13
C -6.48623 -3.39959 1.82855 -0.50
O -6.77578 -2.09225 1.56306 0.05
C -7.10886 -2.01564 0.18969 -0.14
C -7.55232 -3.40540 -0.13420 -0.14
O -6.81626 -4.20196 0.77454 0.07
H -7.89786 -1.27722 0.02276 0.14
H -6.21825 -1.71873 -0.37399 0.14
H -8.62146 -3.55642 0.04862 0.14
H -7.32540 -3.68458 -1.16678 0.14
O -1.30644 -4.49448 -4.30916 0.13
C -0.42011 -5.30368 -4.09171 -0.52
O 0.91409 -5.03196 -4.18937 0.05
C 1.60091 -6.14340 -3.64535 -0.14
C 0.61653 -7.25864 -3.78760 -0.14
O -0.63380 -6.59971 -3.71982 0.06
H 2.52737 -6.33317 -4.19425 0.14
H 1.84407 -5.93105 -2.59900 0.13
H 0.69683 -7.76641 -4.75457 0.14
H 0.70853 -7.99933 -2.98849 0.14
```